Record 1
Density functional theory data (wB97M-V/def2-TZVPD) for a molecular structure, Br3Cl2MnO8 in a non-equilibrium geometry.

Structure (XYZ):
```
14
Properties=species:S:1:pos:R:3:forces:R:3
Mn -15.228480 -33.063642 11.646729 0.1 0.3 0.2
Br -13.108844 -34.175646 12.512174 0.0 0.1 -0.1
Br -14.995687 -30.805131 13.317896 -0.1 -0.3 -0.3
Br -17.399810 -34.191559 12.443680 0.2 0.3 -0.1
Cl -15.266172 -30.840046 8.408439 2.1 -0.9 6.1
O -14.905439 -31.852570 9.424611 -2.7 -1.5 0.9
O -16.345009 -29.943423 9.034079 2.7 -1.3 -2.5
O -13.893325 -30.387506 8.295136 -0.4 3.6 -2.0
O -15.646579 -31.446036 7.207075 -1.7 -0.2 -2.1
Cl -15.195081 -36.653559 9.440935 -2.7 2.8 2.4
O -16.262310 -36.934919 10.414348 0.8 -0.3 -1.0
O -15.584239 -37.183269 8.154312 -0.7 1.2 -1.1
O -14.953743 -35.154444 9.582677 -0.3 -2.8 -1.6
O -14.023622 -37.349537 9.744277 2.9 -1.1 1.2
```
Forces are in eV/Å.

Calculated values
- Electronic energy: -10394.937410 Ha
- Charge: -3
- Expectation value of S²: 8.7542
- Spin multiplicity: 6

=====

Record 2
Density functional theory data (wB97M-V/def2-TZVPD) for a molecular structure, Br3FOV in a non-equilibrium geometry.

Structure (XYZ):
```
6
Properties=species:S:1:pos:R:3:forces:R:3
O -1.550561 -0.930180 -0.130185 4.6 0.9 0.3
V -0.023463 -0.308322 -0.215360 -5.2 1.4 -3.2
F -0.212668 -0.061995 -2.379377 0.7 -0.5 3.2
Br 2.732878 0.194635 -0.195076 -1.3 -0.6 0.4
Br -1.045461 2.233930 0.329202 0.8 -1.5 -0.1
Br 0.099275 -1.128067 2.590795 0.3 0.3 -0.6
```
Forces are in eV/Å.

Calculated values
- Electronic energy: -8841.261433 Ha
- Charge: -1
- Expectation value of S²: 2.0867
- Spin multiplicity: 3

=====

Record 3
Density functional theory data (wB97M-V/def2-TZVPD) for a molecular structure, BrCd3.

Structure (XYZ):
```
4
Properties=species:S:1:pos:R:3:forces:R:3
Cd -14.807170 3.845360 -17.198990 -0.2 -0.1 -0.1
Cd -12.947980 -0.994310 -14.273990 0.0 -0.6 0.3
Cd -9.377980 3.721530 -16.637380 0.4 -0.1 0.0
Br -12.219460 1.846180 -16.326310 -0.3 0.9 -0.2
```
Forces are in eV/Å.

Calculated values
- Electronic energy: -3074.335777 Ha
- Charge: +5
- ΔE to the lowest compared entry with this formula, charge and spin: 124.9 kJ/mol

=====

Record 4
Density functional theory data (wB97M-V/def2-TZVPD) for a single BrClFHSi molecule in a non-equilibrium geometry.

Structure (XYZ):
```
5
Properties=species:S:1:pos:R:3:forces:R:3
F -0.197498 -1.227805 1.118362 0.1 0.6 -0.3
Si -0.240029 0.004345 0.103489 2.9 -1.8 -1.6
Cl -0.336412 1.699840 1.093867 -0.1 0.7 0.2
Br 1.924635 -0.135814 -1.366361 -2.2 0.3 1.8
H -1.150696 -0.340566 -0.949357 -0.6 0.3 -0.2
```
Forces are in eV/Å.

Calculated values
- SMILES string: F[Si@@H](Cl)Br
- Electronic energy: -3424.290602 Ha
- Charge: 0
- ΔE to the lowest compared entry with this formula, charge and spin: 76.5 kJ/mol

=====

Record 5
Density functional theory data (wB97M-V/def2-TZVPD) for 2 unconnected molecules or ions with the total composition BrClH2O2Si in a non-equilibrium geometry.

Structure (XYZ):
```
7
Properties=species:S:1:pos:R:3:forces:R:3
O 0.326892 1.013525 -0.139926 1.1 0.3 0.7
Si 1.056397 0.454371 1.083959 -2.2 -1.2 -2.0
O 0.798476 -1.082183 1.481792 0.8 1.6 2.2
Cl 2.139175 1.083401 2.554951 1.0 1.1 1.0
H 0.710271 -1.762924 0.877945 -0.6 -1.9 -2.0
Br -1.724066 2.564175 -2.183077 0.2 -0.3 -0.1
H -0.684945 1.633400 -1.812810 -0.3 0.3 0.1
```
Forces are in eV/Å.

Calculated values
- SMILES string: O=[Si](O)Cl.Br
- Electronic energy: -3475.477698 Ha
- Charge: 0
- ΔE to the lowest compared entry with this formula, charge and spin: 280.2 kJ/mol

=====

Record 6
Density functional theory data (wB97M-V/def2-TZVPD) for 2 unconnected molecules or ions with the total composition BrClO2P in a non-equilibrium geometry.

Structure (XYZ):
```
5
Properties=species:S:1:pos:R:3:forces:R:3
O 0.563265 -0.959187 -1.326963 -0.8 1.1 0.3
O 0.797194 -1.198403 1.250755 -0.8 1.2 0.1
P 0.707252 -0.402099 0.022077 2.6 -2.0 -0.5
Cl -4.372275 1.383700 0.024611 0.2 0.0 0.0
Br 2.304562 1.175990 0.029520 -1.2 -0.3 0.1
```
Forces are in eV/Å.

Calculated values
- Electronic energy: -3526.144145 Ha
- Charge: -1
- ΔE to the lowest compared entry with this formula, charge and spin: 247.4 kJ/mol

=====

Record 7
Density functional theory data (wB97M-V/def2-TZVPD) for a single BrClO3S molecule in a non-equilibrium geometry.

Structure (XYZ):
```
6
Properties=species:S:1:pos:R:3:forces:R:3
O 0.274896 -1.031498 -1.171050 -0.4 -1.4 -2.1
S 0.451144 -0.299340 -0.006784 0.1 1.9 0.6
O 0.111752 -0.842451 1.248678 -0.3 0.4 0.6
Br 2.475194 0.435225 0.030913 0.3 0.1 0.1
O -0.189948 1.236756 -0.321253 -0.6 -1.1 1.1
Cl -1.875587 1.294588 0.070553 0.9 -0.1 -0.3
```
Forces are in eV/Å.

Calculated values
- SMILES string: O=S(=O)(Br)OCl
- Electronic energy: -3658.020117 Ha
- Charge: 0
- ΔE to the lowest compared entry with this formula, charge and spin: 45.9 kJ/mol

=====

Record 8
Density functional theory data (wB97M-V/def2-TZVPD) for 2 unconnected molecules or ions with the total composition BrClOS in a non-equilibrium geometry.

Structure (XYZ):
```
4
Properties=species:S:1:pos:R:3:forces:R:3
O 0.475965 -0.833933 -0.206995 -0.6 0.8 0.4
S -0.258283 0.269973 0.427402 0.7 -0.3 -0.4
Cl 0.762240 2.053599 0.044008 -0.5 -0.6 0.0
Br -3.443685 -0.163692 -0.017960 0.4 0.1 0.0
```
Forces are in eV/Å.

Calculated values
- Electronic energy: -3507.563527 Ha
- Charge: 0
- ΔE to the lowest compared entry with this formula, charge and spin: 128.5 kJ/mol